(1)
This record from the Open Molecules 2025 dataset describes a structure of composition C24H32BrCsLiN4O10S in a non-equilibrium geometry. The level of theory is ωB97M-V/def2-TZVPD.

The geometry in XYZ format:
```
74
Properties=species:S:1:pos:R:3:mulliken_charge:R:1
C -2.813 -1.221 -3.619 -1.184
C -1.918 0.002 -3.471 -0.466
C -0.392 -0.270 -3.543 -0.773
C 0.021 -1.713 -3.295 0.840
C 1.470 -1.860 -3.846 -1.876
C 0.118 -2.068 -1.790 0.689
C 0.015 -3.577 -1.543 -0.964
C -1.243 -4.204 -2.138 0.187
O -1.280 -4.692 -3.211 -0.472
Br -2.822 -4.192 -0.967 -0.204
N -1.016 -1.408 -1.031 -0.328
C -0.716 -0.437 -0.375 0.581
S -0.367 0.931 0.296 -0.388
O 1.317 -1.487 -1.299 0.336
C 2.174 -2.323 -0.613 -0.617
O 3.090 -2.832 -1.190 -0.550
C 1.942 -2.507 0.826 0.539
C 1.759 -1.387 1.614 0.305
C 1.502 -1.637 2.940 -1.416
C 1.435 -2.924 3.491 0.220
N 1.648 -4.016 2.690 -1.228
C 1.873 -3.732 1.417 -0.284
H -2.565 -1.809 -4.506 0.288
H -2.743 -1.891 -2.764 0.072
H -3.868 -0.960 -3.704 0.463
H -2.169 0.714 -4.245 0.619
H -2.165 0.480 -2.522 0.230
H 0.015 0.031 -4.506 0.650
H 0.116 0.346 -2.795 -0.483
H -0.563 -2.441 -3.847 0.660
H 1.357 -1.964 -4.930 0.533
H 2.061 -0.962 -3.662 0.314
H 1.945 -2.774 -3.501 0.404
H -0.051 -3.788 -0.478 0.525
H 0.833 -4.131 -1.995 0.411
H 1.806 -0.391 1.180 0.952
H 1.296 -0.808 3.605 0.418
H 1.182 -3.093 4.564 0.561
H 2.013 -4.600 0.781 0.499
C -1.369 5.811 -3.997 -1.072
C -0.891 4.484 -3.576 0.202
O -1.317 3.412 -3.847 -0.431
N 0.338 4.504 -2.696 0.446
C 0.148 3.910 -1.334 -0.519
H -2.016 5.736 -4.867 0.467
H -1.919 6.282 -3.177 0.334
H -0.512 6.443 -4.253 0.279
H 0.734 5.498 -2.647 -0.032
H 0.996 3.869 -3.177 0.387
H -0.638 4.463 -0.825 0.388
H 1.093 4.019 -0.802 0.350
H -0.097 2.856 -1.426 -0.216
C 3.653 0.830 -1.048 0.497
O 3.002 0.415 -0.014 -0.683
O 3.005 1.171 -2.135 -0.762
O 4.926 0.941 -1.061 -0.855
Li 2.587 6.030 -2.524 0.348
Cs 3.627 -3.483 4.289 0.937
C -0.747 -1.165 10.233 -1.106
C -1.665 -2.224 9.633 -0.448
C -0.912 -3.263 8.796 -0.427
C -0.324 -2.683 7.591 0.259
N 0.124 -2.221 6.641 -0.433
H -0.263 -0.570 9.457 0.336
H -1.316 -0.485 10.865 0.319
H 0.031 -1.623 10.848 0.303
H -2.431 -1.739 9.025 0.306
H -2.183 -2.743 10.440 0.304
H -1.600 -4.057 8.497 0.286
H -0.129 -3.733 9.393 0.280
C -2.103 8.729 -5.108 0.776
O -3.106 8.223 -5.657 -0.665
O -1.955 8.804 -3.825 -0.623
O -1.070 9.153 -5.735 -0.594
```

Results
**2S+1**: 1
**HOMO-LUMO gap**: 2.20 eV
**Strongest force on any atom**: 0.1082 Eh/bohr
**HOMO level**: -2.27 eV
**Net charge**: -1

=====

(2)
This record from the Open Molecules 2025 dataset describes a structure of composition C24H32BrF6N4O4PSiW in a non-equilibrium geometry. The level of theory is ωB97M-V/def2-TZVPD.

The geometry in XYZ format:
```
74
Properties=species:S:1:pos:R:3:mulliken_charge:R:1
W 0.096 -0.218 -0.366 3.661
C -3.778 2.265 1.271 -1.217
Si -3.228 0.525 0.892 0.535
C -3.934 -0.774 2.014 -1.283
C -3.629 0.212 -0.919 -1.133
N -1.380 0.595 1.079 0.305
C -0.882 1.131 2.197 0.589
C -1.596 1.206 3.436 -0.666
C -1.036 1.806 4.527 -1.049
C 0.239 2.384 4.437 -0.933
C 0.977 2.339 3.249 -1.012
C 0.428 1.696 2.176 1.481
O 1.027 1.637 0.914 0.146
C 2.394 2.074 0.855 -1.016
C 2.628 3.263 0.186 0.672
C 3.941 3.709 0.070 -1.041
C 4.971 2.968 0.632 -0.591
C 4.700 1.791 1.322 -1.075
C 3.398 1.325 1.443 -0.018
H -4.869 2.273 1.356 0.419
H -3.535 2.950 0.453 0.354
H -3.383 2.690 2.193 0.429
H -4.517 -1.496 1.440 0.419
H -4.609 -0.328 2.748 0.480
H -3.168 -1.332 2.552 0.309
H -4.153 -0.742 -0.996 0.396
H -2.809 0.144 -1.637 0.242
H -4.317 0.982 -1.274 0.391
H -2.569 0.743 3.510 0.356
H -1.572 1.833 5.466 0.515
H 0.668 2.879 5.299 0.482
H 1.949 2.807 3.200 0.633
H 1.804 3.857 -0.195 0.610
H 4.149 4.641 -0.438 0.518
H 5.991 3.320 0.552 0.485
H 5.507 1.235 1.779 0.484
H 3.171 0.425 1.997 0.585
N -0.671 1.679 -1.238 -0.733
C -0.593 2.053 -2.695 -0.753
C 0.835 2.261 -3.150 -0.544
C 1.682 1.008 -3.070 -0.637
N 1.778 0.521 -1.651 -0.992
H -1.657 1.711 -0.976 0.115
H -0.238 2.421 -0.687 0.252
H -1.166 2.973 -2.815 0.586
H -1.089 1.272 -3.266 0.372
H 1.307 3.073 -2.588 0.251
H 0.809 2.593 -4.189 0.463
H 2.698 1.214 -3.408 0.533
H 1.276 0.217 -3.694 0.370
H 2.191 1.298 -1.111 -0.210
H 2.514 -0.184 -1.592 0.426
F -1.389 -1.435 -0.309 -0.674
P -1.458 -4.112 1.451 1.220
F -1.262 -2.823 2.346 -0.228
F 0.017 -3.831 0.910 -0.198
F -1.214 -5.239 2.435 -0.216
F -2.997 -3.866 1.528 -0.261
F -1.701 -4.858 0.085 -0.279
O -0.436 -0.982 -2.679 -0.419
C 0.183 -1.672 -1.901 -0.345
O 0.649 -0.961 1.297 -0.356
O 1.719 -0.903 0.346 -0.636
Br 2.912 -5.889 -0.580 -0.029
C 1.678 -5.010 -1.656 -0.535
C 1.015 -5.659 -2.698 0.045
C 0.087 -4.972 -3.479 -0.840
C -0.173 -3.655 -3.216 -0.043
N 0.483 -3.042 -2.192 0.542
C 1.390 -3.686 -1.415 0.068
H 1.222 -6.704 -2.895 0.513
H -0.436 -5.467 -4.285 0.483
H -0.882 -3.050 -3.762 0.515
H 1.844 -3.112 -0.621 0.711
```

Results
**2S+1**: 2
**HOMO-LUMO gap (alpha / beta)**: 6.83 / 6.96 eV
**ΔE to the lowest compared entry with this formula, charge and spin**: 12.9 kcal per mole
**Strongest force on any atom**: 0.0254 Eh/bohr
**HOMO level (alpha / beta)**: -16.91 / -17.60 eV
**Net charge**: +3

=====

(3)
This record from the Open Molecules 2025 dataset describes a structure of composition C24H32CaCl2N3O3 in a non-equilibrium geometry. The level of theory is ωB97M-V/def2-TZVPD.

The geometry in XYZ format:
```
65
Properties=species:S:1:pos:R:3:mulliken_charge:R:1
O -0.592 0.772 -1.489 -0.154
C -1.324 1.111 -2.416 -0.550
C -0.758 1.536 -3.721 1.023
C 0.443 2.263 -3.640 -0.276
H 0.871 2.416 -2.637 0.344
C 0.978 2.826 -4.804 -0.670
H 1.879 3.429 -4.741 0.365
C 0.325 2.643 -6.028 -0.406
H 0.706 3.115 -6.930 0.328
C -0.841 1.870 -6.125 -0.429
H -1.271 1.689 -7.118 0.335
C -1.395 1.328 -4.972 -0.605
H -2.296 0.730 -5.006 0.397
H -2.485 0.977 -2.215 0.160
C -3.148 3.017 -0.936 -1.046
C -3.020 1.516 -0.932 -0.386
H -3.833 3.441 -0.129 0.382
H -3.453 3.364 -1.968 0.253
H -2.151 3.451 -0.716 0.196
C -2.919 0.752 0.165 0.518
C -3.640 1.116 1.451 -1.387
H -2.339 -0.174 0.247 0.269
H -4.405 1.898 1.295 0.365
H -2.985 1.489 2.247 0.192
H -4.148 0.239 1.861 0.340
Ca 0.889 -0.524 -0.333 0.762
Cl 2.132 1.690 0.199 -0.677
Cl 0.050 -2.026 -2.547 -0.693
H 4.549 0.429 -3.236 0.276
H 5.900 1.715 -1.420 0.281
C 3.866 0.319 -2.383 -0.986
C 5.326 1.235 -0.623 -0.815
N 4.628 0.050 -1.154 0.231
H 3.149 -0.502 -2.563 0.357
C 4.107 -0.885 -0.311 0.013
O 3.087 -1.563 -0.536 -0.720
H 5.977 0.988 0.226 0.300
H 4.659 -1.066 0.631 0.333
H 3.305 1.264 -2.255 0.357
H 4.579 1.985 -0.299 0.301
H -1.246 -5.393 2.026 0.326
H -0.404 -5.946 -0.288 0.273
C -1.781 -4.518 1.647 -0.976
C -1.070 -5.147 -0.662 -0.776
N -1.199 -4.126 0.379 0.249
H -1.706 -3.690 2.351 0.245
C -0.550 -2.986 0.280 1.221
O -0.335 -2.137 1.161 -0.685
H -0.651 -4.710 -1.581 0.206
H -0.187 -2.810 -0.781 -0.619
H -2.826 -4.777 1.470 0.325
H -2.065 -5.565 -0.849 0.285
N -0.118 0.570 1.818 -0.187
C -0.131 0.423 2.980 -0.179
C -0.112 0.253 4.385 0.663
C -1.287 0.256 5.161 -0.364
C -1.178 0.159 6.555 -0.458
C 0.064 -0.016 7.167 -0.370
C 1.218 -0.058 6.373 -0.479
C 1.137 0.053 4.987 -0.498
H -2.270 0.321 4.674 0.410
H -2.077 0.230 7.169 0.360
H 0.148 -0.111 8.253 0.360
H 2.197 -0.168 6.836 0.352
H 2.024 -0.032 4.347 0.436
```

Results
**2S+1**: 1
**HOMO-LUMO gap (alpha / beta)**: 3.05 / 4.69 eV
**Strongest force on any atom**: 0.0782 Eh/bohr
**HOMO level (alpha / beta)**: -0.96 / -2.60 eV
**Net charge**: -1

=====

(4)
This record from the Open Molecules 2025 dataset describes a structure of composition C24H32Cl2EuN3O3 in a non-equilibrium geometry. The level of theory is ωB97M-V/def2-TZVPD.

The geometry in XYZ format:
```
65
Properties=species:S:1:pos:R:3:mulliken_charge:R:1
O 0.199 1.425 -3.674 -0.300
C -0.241 1.106 -4.776 -0.080
C 0.051 1.779 -6.111 0.373
C 1.198 2.582 -6.290 -0.242
H 2.034 2.514 -5.592 0.344
C 1.297 3.466 -7.380 -0.473
H 2.153 4.151 -7.488 0.320
C 0.280 3.524 -8.347 -0.377
H 0.301 4.269 -9.157 0.345
C -0.754 2.570 -8.280 -0.442
H -1.506 2.543 -9.075 0.329
C -0.861 1.700 -7.184 -0.339
H -1.655 0.943 -7.158 0.368
H -0.964 0.258 -4.835 0.240
C -2.572 2.153 -0.988 -1.008
C -2.316 1.081 -0.053 0.164
H -3.531 2.645 -0.781 0.454
H -2.594 1.764 -2.019 0.106
H -1.778 2.910 -0.940 0.147
C -2.831 0.505 1.001 -0.010
C -3.955 1.108 1.838 -1.296
H -2.474 -0.466 1.380 0.135
H -4.444 1.919 1.279 0.348
H -3.578 1.519 2.783 0.139
H -4.712 0.354 2.085 0.264
Eu 0.116 -0.168 -0.742 0.782
Cl 1.232 2.200 -0.782 -0.652
Cl -1.605 -1.195 -2.684 -0.709
H 3.975 0.469 -3.506 0.350
H 5.652 1.234 -1.967 0.272
C 3.221 0.282 -2.729 -0.918
C 4.938 1.183 -1.137 -0.886
N 3.914 0.183 -1.447 0.318
H 2.675 -0.655 -2.919 0.279
C 3.451 -0.635 -0.488 0.007
O 2.321 -1.186 -0.511 -0.544
H 5.454 0.886 -0.215 0.314
H 4.156 -0.760 0.357 0.317
H 2.503 1.117 -2.693 0.221
H 4.479 2.171 -1.003 0.292
H -1.393 -5.560 1.384 0.314
H -0.424 -6.224 -1.003 0.308
C -1.903 -4.738 0.856 -0.911
C -0.969 -5.351 -1.380 -0.896
N -1.141 -4.355 -0.332 0.210
H -1.963 -3.857 1.502 0.225
C -0.529 -3.173 -0.394 0.402
O -0.538 -2.309 0.512 -0.693
H -0.402 -4.895 -2.194 0.260
H -0.014 -2.958 -1.355 0.195
H -2.908 -5.082 0.571 0.307
H -1.935 -5.689 -1.769 0.309
N 0.275 0.229 1.893 -0.156
C 0.236 0.178 3.062 -0.222
C 0.169 0.129 4.491 0.450
C -1.069 0.254 5.150 -0.256
C -1.138 0.125 6.544 -0.509
C 0.027 -0.113 7.287 -0.321
C 1.264 -0.164 6.636 -0.485
C 1.337 -0.027 5.249 -0.417
H -1.976 0.465 4.585 0.424
H -2.093 0.207 7.060 0.379
H -0.029 -0.247 8.374 0.348
H 2.178 -0.303 7.220 0.342
H 2.307 -0.029 4.748 0.438
```

Results
**2S+1**: 8
**HOMO-LUMO gap (alpha / beta)**: 3.59 / 3.65 eV
**Strongest force on any atom**: 0.0807 Eh/bohr
**HOMO level (alpha / beta)**: -1.10 / -1.17 eV
**Net charge**: -1

=====

> The lowest strongest force on any atom belongs to which entry?

C24H32BrF6N4O4PSiW